Molecular formula: C20H13Cl2F2N3O5S
Method: DFT, the ωB97M-V functional and the def2-TZVPD basis

```
! RIJCOSX wB97M-V def2-TZVPD def2/J DEFGRID3
* xyz 0 1
C -0.34 3.90 -1.04
H 0.33 3.05 -1.07
H -0.32 4.45 -1.97
H -0.09 4.55 -0.21
S -2.03 3.30 -0.77
O -2.07 2.64 0.49
O -2.95 4.35 -1.05
N -2.25 2.18 -2.00
C -1.43 1.06 -2.18
C -0.96 0.39 -1.06
C -0.13 -0.72 -1.24
C 0.16 -1.15 -2.56
C -0.33 -0.49 -3.67
C -1.11 0.63 -3.47
H -1.51 1.17 -4.32
H -0.10 -0.85 -4.66
O 0.93 -2.26 -2.56
C 1.15 -2.57 -1.27
C 1.87 -3.68 -0.83
C 1.99 -3.88 0.54
C 1.40 -2.98 1.42
C 0.69 -1.86 1.00
C 0.55 -1.66 -0.38
C 0.12 -1.00 2.07
O -0.26 -1.43 3.13
N 0.13 0.34 1.75
C -0.42 1.37 2.49
C 0.25 2.60 2.59
C -0.29 3.64 3.31
N -1.45 3.54 3.94
C -2.13 2.41 3.83
C -1.68 1.31 3.11
Cl -2.71 -0.03 2.89
H -3.09 2.39 4.33
H 0.21 4.60 3.39
Cl 1.76 2.80 1.76
H 0.78 0.64 1.04
H 1.49 -3.16 2.48
H 2.54 -4.71 0.94
O 2.41 -4.50 -1.82
C 3.04 -5.63 -1.50
F 2.26 -6.49 -0.78
F 4.14 -5.44 -0.73
H 3.35 -6.14 -2.42
H -1.27 0.73 -0.09
H -2.63 2.60 -2.83
*
```

**Energy relative to the best compared isomer or geometry (same formula, charge and spin)**: 0.00 kcal per mole
**Kohn-Sham gap**: 8.41 eV
**Lowest unoccupied orbital energy**: -0.326 eV
**SMILES**: CS(=O)(=O)Nc1ccc2oc3c(OC(F)F)ccc(C(=O)Nc4c(Cl)cncc4Cl)c3c2c1
**DFT total energy**: -76974.602 eV

Molecular formula: C20H13Cl2F3FeN4O3SSe3Te
Method: DFT, the ωB97M-V functional and the def2-TZVPD basis

```
! RIJCOSX wB97M-V def2-TZVPD def2/J DEFGRID3
* xyz -2 5
Fe -0.17 0.65 -0.70
C -0.44 3.16 3.47
N 0.82 2.73 2.88
C 1.96 3.51 2.80
C 2.85 2.84 2.05
N 2.25 1.64 1.69
C 0.98 1.58 2.20
S -0.11 0.30 2.05
C 2.79 0.74 0.73
C 3.95 0.04 1.03
C 4.47 -0.78 0.04
C 3.83 -0.87 -1.18
C 2.67 -0.14 -1.37
N 2.16 0.64 -0.43
H -0.22 3.76 4.35
H -1.01 2.27 3.75
H -1.01 3.74 2.75
H 1.99 4.50 3.21
H 3.81 3.12 1.66
H 4.41 0.14 2.00
H 5.37 -1.36 0.24
H 4.20 -1.51 -1.97
H 2.10 -0.19 -2.29
Se 0.66 3.36 -1.95
Se 2.32 4.55 -0.81
Te -2.62 4.92 0.35
Se -1.15 2.98 -0.43
Cl 1.17 -4.04 0.63
C -0.45 -3.41 0.47
C -1.52 -4.20 0.92
C -2.81 -3.77 0.80
Cl -4.12 -4.79 1.37
C -3.10 -2.51 0.23
C -4.39 -1.97 0.03
C -4.53 -0.74 -0.56
C -3.38 -0.02 -0.93
N -2.18 -0.50 -0.74
C -2.01 -1.72 -0.20
C -0.63 -2.16 -0.12
O 0.30 -1.43 -0.59
H -1.30 -5.16 1.37
H -5.25 -2.54 0.34
H -5.51 -0.31 -0.73
H -3.45 0.97 -1.37
F -0.82 -2.60 -3.11
C -0.28 -1.69 -3.95
F -0.49 -2.15 -5.20
F 1.06 -1.72 -3.77
C -0.91 -0.27 -3.72
O -1.91 -0.04 -4.39
O -0.30 0.44 -2.88
*
```

**Energy relative to the best compared isomer or geometry (same formula, charge and spin)**: 0.00 kcal per mole
**Kohn-Sham gap (spin up / spin down)**: 5.10 / 5.14 eV
**Lowest unoccupied orbital energy (spin up / spin down)**: 4.017 / 4.016 eV
**DFT total energy**: -314812.033 eV
**⟨S²⟩**: 6.012

Molecular formula: C20H13Cl2N4O3S3Sn
Method: DFT, the ωB97M-V functional and the def2-TZVPD basis

```
! RIJCOSX wB97M-V def2-TZVPD def2/J DEFGRID3
* xyz -1 1
Sn -0.29 0.10 0.27
Cl -3.66 2.92 -5.06
C -2.37 2.55 -3.96
C -2.38 1.32 -3.31
C -1.36 0.98 -2.44
N -1.28 -0.20 -1.68
C -1.87 -1.34 -2.05
O -2.56 -1.59 -3.04
C -1.58 -2.49 -1.10
C -2.24 -3.70 -1.24
C -1.92 -4.73 -0.37
C -0.95 -4.52 0.61
C -0.36 -3.28 0.69
N -0.66 -2.29 -0.15
C -0.31 1.88 -2.20
C -0.31 3.12 -2.85
C -1.34 3.44 -3.73
Cl -1.29 4.99 -4.52
N 0.65 1.43 -1.29
C 1.92 1.84 -1.30
O 2.44 2.72 -1.98
C 2.83 1.05 -0.37
C 4.03 1.62 0.04
C 4.89 0.87 0.82
C 4.54 -0.44 1.14
C 3.32 -0.92 0.69
N 2.48 -0.20 -0.05
H -3.18 0.62 -3.50
H -2.97 -3.79 -2.02
H -2.41 -5.69 -0.45
H -0.68 -5.30 1.31
H 0.38 -3.05 1.45
H 0.50 3.81 -2.67
H 4.24 2.64 -0.24
H 5.82 1.29 1.17
H 5.18 -1.07 1.74
H 2.99 -1.92 0.94
S 1.72 0.85 4.51
C 1.14 1.27 2.94
S 1.02 2.57 1.98
S 0.66 -0.37 2.73
C -3.39 0.41 0.58
O -2.09 0.31 1.10
H -3.47 0.10 -0.47
H -3.77 1.44 0.64
H -4.07 -0.23 1.16
*
```

**Energy relative to the best compared isomer or geometry (same formula, charge and spin)**: 8.93 kcal per mole
**Kohn-Sham gap**: 6.52 eV
**Lowest unoccupied orbital energy**: 2.089 eV
**DFT total energy**: -96439.453 eV

Molecular formula: C20H13F4NO4S
Method: DFT, the ωB97M-V functional and the def2-TZVPD basis

```
! RIJCOSX wB97M-V def2-TZVPD def2/J DEFGRID3
* xyz 0 1
O -2.09 -4.50 0.56
O 1.06 4.69 -1.83
O 0.78 5.11 0.56
F -4.19 -2.08 -3.65
F 3.66 -1.50 1.79
F 3.87 -1.82 -0.37
F 5.49 -0.89 0.81
O -0.17 -3.48 1.25
C -1.55 -3.56 1.08
C -0.95 0.58 -0.03
C -0.07 1.73 -0.15
C -1.15 -0.24 1.08
C -0.53 3.00 -0.46
C -2.79 -0.13 -3.22
C -1.95 0.55 -2.37
C -3.24 -1.79 -1.48
C 4.19 1.56 0.21
C 2.09 0.43 0.31
C 3.51 2.79 -0.02
C -3.42 -1.35 -2.81
C -1.79 0.07 -1.07
C 1.39 1.62 0.02
C -2.47 -1.03 -0.60
C 3.47 0.40 0.36
C 2.08 2.81 -0.13
N -2.08 -1.23 0.74
C -0.53 -0.10 2.46
C 4.13 -0.95 0.65
C -2.40 -2.40 1.58
S 0.90 4.11 -0.51
H 0.18 -4.28 0.82
H -1.59 3.26 -0.65
H -2.93 0.22 -4.24
H -1.41 1.41 -2.71
H -3.73 -2.69 -1.16
H 5.28 1.54 0.25
H 1.50 -0.47 0.40
H 4.08 3.74 -0.09
H -1.29 -0.11 3.23
H 0.06 0.80 2.51
H 0.19 -0.91 2.69
H -2.14 -2.23 2.63
H -3.46 -2.65 1.57
*
```

**Kohn-Sham gap**: 7.50 eV
**Lowest unoccupied orbital energy**: -0.854 eV
**SMILES**: Cc1c(C2=CS(=O)(=O)c3ccc(C(F)(F)F)cc32)c2ccc(F)cc2n1CC(=O)O
**DFT total energy**: -52335.880 eV

Molecular formula: C20H13N12Sn
Method: DFT, the ωB97M-V functional and the def2-TZVPD basis

```
! RIJCOSX wB97M-V def2-TZVPD def2/J DEFGRID3
* xyz 1 1
Sn -0.11 1.14 -1.70
C -2.85 -2.58 -2.18
C -2.17 -1.36 -2.27
N -0.95 -1.17 -1.80
C -0.28 -2.18 -1.23
C -0.85 -3.47 -1.20
C -2.18 -3.64 -1.66
C -0.08 -4.56 -0.76
C 1.23 -4.39 -0.37
C 1.76 -3.12 -0.27
C 1.02 -1.96 -0.60
N 1.33 -0.68 -0.31
C 2.22 -0.14 0.54
C 3.30 -0.78 1.20
C 3.98 -0.21 2.24
C 3.59 1.03 2.73
C 2.60 1.78 2.07
C 2.23 3.07 2.53
C 1.34 3.80 1.81
C 0.86 3.26 0.61
N 1.15 2.03 0.20
C 1.98 1.26 0.92
H -3.87 -2.66 -2.54
H -2.64 -0.50 -2.75
H -2.64 -4.62 -1.59
H -0.53 -5.55 -0.75
H 1.84 -5.25 -0.11
H 2.78 -3.06 0.07
H 3.63 -1.75 0.89
H 4.80 -0.74 2.71
H 4.06 1.44 3.62
H 2.66 3.45 3.44
H 1.03 4.79 2.11
H 0.21 3.84 -0.04
N -3.30 2.22 -0.08
C -2.54 1.31 0.58
N -2.85 0.78 1.75
N -1.85 -0.06 2.04
N -0.96 -0.05 1.10
N -1.37 0.83 0.13
C -2.96 2.76 -1.30
N -3.69 3.64 -1.94
N -2.99 3.89 -3.08
N -1.91 3.20 -3.12
N -1.85 2.45 -1.98
H -4.16 2.52 0.35
*
```

**Energy relative to the best compared isomer or geometry (same formula, charge and spin)**: 65.69 kcal per mole
**Kohn-Sham gap**: 3.51 eV
**Lowest unoccupied orbital energy**: -7.056 eV
**DFT total energy**: -44654.362 eV

Molecular formula: C20H14BrGeIrN2O4S
Method: DFT, the ωB97M-V functional and the def2-TZVPD basis

```
! RIJCOSX wB97M-V def2-TZVPD def2/J DEFGRID3
* xyz 0 5
Ir 0.11 -2.35 -1.94
O 0.08 2.32 -1.45
C -0.10 1.14 -1.60
O 0.40 0.22 -0.80
C -0.99 0.62 -2.71
C -1.73 1.54 -3.43
C -2.59 1.08 -4.41
C -2.70 -0.28 -4.64
C -1.90 -1.14 -3.90
N -1.07 -0.69 -2.97
C -1.98 -2.66 -4.12
O -2.83 -3.08 -4.87
O -1.12 -3.35 -3.46
H -1.62 2.59 -3.20
H -3.19 1.78 -4.98
H -3.36 -0.70 -5.38
S -2.44 -2.28 1.87
C -1.39 -2.54 0.72
N -0.57 -2.70 -0.12
Ge 1.43 0.92 0.65
C 0.18 1.96 1.73
C -0.91 1.35 2.36
C -1.77 2.11 3.13
C -1.56 3.47 3.28
C -0.48 4.08 2.65
C 0.38 3.32 1.88
C 2.18 -0.69 1.44
C 1.44 -1.53 2.27
C 2.06 -2.57 2.95
C 3.42 -2.77 2.82
C 4.17 -1.95 1.99
C 3.55 -0.91 1.30
H 2.50 1.74 -0.07
H -1.09 0.29 2.24
H -2.61 1.63 3.62
H -2.25 4.06 3.88
H -0.32 5.14 2.77
H 1.22 3.79 1.38
H 0.37 -1.39 2.38
H 1.47 -3.21 3.60
H 3.91 -3.57 3.37
H 5.23 -2.11 1.87
H 4.13 -0.27 0.65
Br 2.35 -2.43 -2.72
*
```

**Kohn-Sham gap (spin up / spin down)**: 8.38 / 6.77 eV
**Lowest unoccupied orbital energy (spin up / spin down)**: -0.675 / -2.738 eV
**DFT total energy**: -172369.520 eV
**⟨S²⟩**: 6.019

Molecular formula: C20H14Cl2F3IrN5O2S3
Method: DFT, the ωB97M-V functional and the def2-TZVPD basis

```
! RIJCOSX wB97M-V def2-TZVPD def2/J DEFGRID3
* xyz 0 6
Ir -1.42 -2.01 1.72
S -1.40 -4.76 5.56
C -1.49 -3.78 4.22
S -0.99 -2.14 4.26
S -2.03 -4.36 2.69
Cl 0.10 -5.47 -4.75
C -0.50 -4.53 -3.45
C -1.66 -3.78 -3.65
C -2.14 -3.00 -2.61
Cl -3.59 -2.12 -2.81
C -1.46 -2.87 -1.36
O -1.93 -2.10 -0.47
C -0.27 -3.69 -1.19
C 0.44 -3.68 0.05
O 0.35 -2.82 0.97
C 0.17 -4.51 -2.23
H -2.17 -3.80 -4.60
H 1.11 -4.53 0.22
H 1.07 -5.09 -2.10
F -3.06 0.34 2.57
C -3.22 -0.89 2.00
F -3.95 -0.65 0.89
F -4.07 -1.55 2.84
C -1.51 1.29 0.06
C -0.51 1.12 1.14
N -0.21 -0.01 1.73
C 0.80 0.24 2.62
C 1.10 1.56 2.57
N 0.26 2.12 1.63
C 0.20 3.52 1.31
N 0.68 3.82 0.00
N -0.08 4.60 -0.79
N 0.54 4.90 -1.85
C 1.77 4.32 -1.83
C 2.82 4.37 -2.74
C 3.96 3.67 -2.41
C 4.06 2.94 -1.22
C 3.04 2.88 -0.30
C 1.89 3.60 -0.61
H -1.88 0.32 -0.25
H -1.08 1.79 -0.80
H -2.37 1.88 0.41
H 1.23 -0.54 3.21
H 1.82 2.14 3.11
H 0.79 4.05 2.07
H -0.83 3.88 1.34
H 2.72 4.93 -3.66
H 4.81 3.69 -3.09
H 4.97 2.39 -1.03
H 3.12 2.30 0.61
*
```

**Energy relative to the best compared isomer or geometry (same formula, charge and spin)**: 18.26 kcal per mole
**Kohn-Sham gap (spin up / spin down)**: 6.00 / 5.55 eV
**Lowest unoccupied orbital energy (spin up / spin down)**: -0.188 / -3.039 eV
**DFT total energy**: -101050.073 eV
**⟨S²⟩**: 8.780

Molecular formula: C20H14Cl5F3N3O5PrS
Method: DFT, the ωB97M-V functional and the def2-TZVPD basis

```
! RIJCOSX wB97M-V def2-TZVPD def2/J DEFGRID3
* xyz 0 3
Pr 0.11 0.85 0.74
O 3.07 -1.43 3.56
C 2.41 -0.56 2.82
O 1.32 -0.78 2.35
C 3.18 0.74 2.59
O 2.32 1.74 2.11
C 2.00 2.79 3.03
C 0.46 3.12 2.96
O 0.09 4.15 3.49
O -0.23 2.25 2.36
H 2.59 -2.27 3.67
H 3.95 0.53 1.83
H 3.70 1.03 3.52
H 2.59 3.68 2.78
H 2.21 2.51 4.07
F -3.27 -1.13 -3.51
C -2.06 -1.65 -3.78
F -1.42 -0.78 -4.57
F -2.30 -2.73 -4.55
C -1.33 -2.03 -2.52
C -1.09 -3.36 -2.24
C -0.55 -3.71 -1.01
C -0.24 -2.69 -0.13
N -0.42 -1.40 -0.39
C -0.98 -1.03 -1.57
S -1.26 0.62 -1.80
H -1.35 -4.11 -2.97
H -0.38 -4.74 -0.76
H 0.17 -2.92 0.85
Cl 0.86 3.62 -0.53
C 2.04 2.56 -1.24
C 2.00 1.25 -0.76
C 2.91 0.39 -1.36
Cl 2.86 -1.24 -0.75
C 3.82 0.75 -2.35
Cl 4.88 -0.40 -3.07
C 3.85 2.09 -2.75
Cl 4.99 2.60 -3.92
C 2.95 3.01 -2.19
Cl 2.99 4.66 -2.69
C -5.01 -1.74 0.35
N -4.06 -0.72 0.72
C -4.19 0.62 0.52
C -3.04 1.20 0.97
N -2.20 0.21 1.44
C -2.86 -0.92 1.27
H -6.01 -1.30 0.28
H -5.01 -2.52 1.11
H -4.75 -2.18 -0.61
H -5.07 1.05 0.08
H -2.77 2.24 1.02
H -2.49 -1.89 1.54
*
```

**Energy relative to the best compared isomer or geometry (same formula, charge and spin)**: 11.37 kcal per mole
**Kohn-Sham gap (spin up / spin down)**: 7.54 / 7.55 eV
**Lowest unoccupied orbital energy (spin up / spin down)**: -0.216 / -0.215 eV
**DFT total energy**: -131347.396 eV
**⟨S²⟩**: 2.002